Below is a single C5H7NO3 molecule at a distorted geometry, with properties calculated with ωB97M-V with the def2-TZVPD basis set.

Results
2S+1 = 1
LUMO level = 0.74 eV
E_HOMO = -7.8 eV

Positions of all 16 atoms, in Å:
1 C 2.0430 1.2003 -0.0167
2 C -1.2278 -0.2100 -0.0882
3 C -0.6062 1.0111 -0.1783
4 C 2.0522 -0.3109 0.4611
5 C 1.0639 -1.2304 -0.3890
6 N -2.5813 -0.3742 0.1779
7 O -1.3596 2.1729 -0.0433
8 O 0.8362 1.5190 -0.3499
9 O -0.4183 -1.2858 -0.1572
10 H 3.0088 -0.6450 0.4213
11 H 1.7147 -0.3787 1.5018
12 H 1.2254 -0.9834 -1.4668
13 H 1.3542 -2.1796 -0.2060
14 H -2.8213 -1.3292 0.3404
15 H -1.0418 2.8034 -0.7185
16 H -3.2421 0.2203 0.7112

---

Below is 2 unconnected molecules or ions with the total composition C5H7NO4 at a distorted geometry, with properties calculated with ωB97M-V with the def2-TZVPD basis set.

Results
2S+1 = 3
LUMO level (alpha / beta) = 0.91 / -3.61 eV
E_HOMO (alpha / beta) = -7.3 / -10.0 eV

Positions of all 17 atoms, in Å:
1 C 3.1518 0.1906 -0.4896
2 C 2.4361 -0.9476 -0.4942
3 C 2.3312 1.2762 0.2054
4 C 1.1032 -0.5767 -0.0228
5 C -3.5445 -0.2979 -0.0356
6 N 1.0640 0.7132 0.3825
7 O 2.8217 2.2838 0.5850
8 O 0.0402 -1.3786 0.0507
9 O -2.3891 0.4967 -0.3059
10 O -1.4960 0.4819 0.8843
11 H 4.2495 0.4070 -0.6390
12 H 2.8038 -1.8087 -1.0490
13 H -3.2028 -1.2457 0.3380
14 H -4.0268 -0.2412 -1.1398
15 H -4.0091 0.3071 0.7462
16 H -0.6913 1.0184 0.6205
17 H -0.6419 -0.6785 0.3634

---

Below is a molecular structure, C5H7NO4PS2 at a distorted geometry, with properties calculated with ωB97M-V with the def2-TZVPD basis set.

Results
total charge = -1
2S+1 = 1
LUMO level = 2.88 eV
E_HOMO = -4.9 eV

Positions of all 20 atoms, in Å:
1 C 2.1964 -1.2773 1.8428
2 C 3.2070 -1.1142 0.8162
3 C 1.0570 -0.5508 1.9322
4 C -0.8181 1.4305 -2.5628
5 C -0.2009 0.9610 -1.5088
6 N 0.4010 0.4840 -0.5691
7 O -2.8290 0.7855 -0.5326
8 O -1.3067 2.5621 0.4774
9 O -1.1624 0.3614 1.3432
10 O 4.2505 -1.7492 0.7093
11 P 0.3280 0.9014 1.0684
12 S -2.1695 -1.8020 -1.6883
13 S -2.3086 1.5160 0.6857
14 H 2.4395 -2.0858 2.4528
15 H 3.1137 -0.1625 0.1340
16 H 0.5596 -0.7194 2.9002
17 H -1.8715 1.0933 -2.5738
18 H -0.7287 2.2938 -3.1761
19 H -1.8260 -2.4174 -0.7044
20 H -2.3312 -0.5103 -1.0465

---

Below is 2 unconnected molecules or ions with the total composition C5H7NOS at a distorted geometry, with properties calculated with ωB97M-V with the def2-TZVPD basis set.

Results
2S+1 = 1
LUMO level (alpha / beta) = -0.43 / -1.70 eV
E_HOMO (alpha / beta) = -9.5 / -7.1 eV

Positions of all 15 atoms, in Å:
1 C -1.6571 -0.5236 -1.4191
2 C -0.6977 0.3087 -0.8167
3 C -2.1506 -1.4255 -0.4095
4 C -0.6406 -0.1192 0.6065
5 C -0.0562 0.4154 1.6677
6 N 3.0804 0.4158 0.0566
7 O -1.5003 -1.1889 0.7873
8 S 2.8100 2.1911 0.0322
9 H -2.0103 -0.2853 -2.3799
10 H -0.1606 1.0673 -1.3080
11 H -3.0042 -2.1951 -0.4835
12 H 0.5912 1.3080 1.8336
13 H -0.2874 -0.1482 2.6926
14 H 3.4831 0.1457 -0.8385
15 H 2.2003 0.0341 -0.0214

---

Below is a single C5H7NOS molecule at a distorted geometry, with properties calculated with ωB97M-V with the def2-TZVPD basis set.

Results
2S+1 = 1
LUMO level (alpha / beta) = 0.14 / -0.80 eV
E_HOMO (alpha / beta) = -9.9 / -7.0 eV

Positions of all 15 atoms, in Å:
1 C -1.9379 -0.2895 -0.5368
2 C 0.4444 0.0580 -1.1674
3 C 0.2374 -0.3510 1.1588
4 C -0.7106 -0.9711 -0.7838
5 C 0.9879 0.5338 0.1443
6 N 0.9467 1.9173 0.3377
7 O -0.2900 -1.4827 0.4888
8 S -2.9919 0.2621 0.4216
9 H 1.0966 -0.4382 -1.8867
10 H 0.0172 0.8274 -1.6565
11 H 0.8199 -0.7288 1.9830
12 H -0.7347 0.1673 1.5230
13 H -0.8254 -1.7479 -1.5886
14 H 2.1206 0.1760 0.2402
15 H 0.8198 2.0674 1.3225

---

Below is a single C5H7NOS molecule at a distorted geometry, with properties calculated with ωB97M-V with the def2-TZVPD basis set.

Results
SMILES = N#C[C@@H](CO)[C@H]1CS1
2S+1 = 1
LUMO level = 0.47 eV
E_HOMO = -9.6 eV

Positions of all 15 atoms, in Å:
1 N 1.9919 -2.1752 -0.7872
2 C 1.4632 -1.2951 -0.2876
3 C 0.6846 -0.3216 0.4541
4 C 1.0522 1.1172 -0.0921
5 O 1.0294 1.2477 -1.4769
6 C -0.7300 -0.8319 0.3307
7 C -1.9052 0.0771 0.3732
8 S -1.6328 -0.7953 -1.2558
9 H 0.9952 -0.3199 1.4362
10 H 0.2740 1.7133 0.4058
11 H 1.9934 1.2831 0.4486
12 H 0.0620 1.1510 -1.6762
13 H -0.8659 -1.7678 0.8445
14 H -1.7080 1.1578 0.2639
15 H -2.7038 -0.2406 1.0187

---

Below is a single C5H7NOS molecule at a distorted geometry, with properties calculated with ωB97M-V with the def2-TZVPD basis set.

Results
SMILES = N#CCCS/C=C/O
2S+1 = 1
LUMO level = 0.61 eV
E_HOMO = -9.0 eV

Positions of all 15 atoms, in Å:
1 N -1.3530 -0.5638 -1.7927
2 C -0.5703 -0.9901 -1.0198
3 C 0.6252 -1.4107 -0.2919
4 C 1.3391 -0.2839 0.3700
5 S 0.3533 0.3979 1.8834
6 C -1.2257 0.4967 0.9290
7 C -1.4008 1.6296 0.2285
8 O -2.3818 1.6977 -0.7122
9 H 0.4575 -2.2947 0.4794
10 H 1.1789 -1.8375 -1.1951
11 H 2.3124 -0.5202 0.7062
12 H 1.5201 0.5264 -0.2543
13 H -1.8932 -0.3337 0.8469
14 H -0.9694 2.5887 0.2945
15 H -2.4666 0.7931 -1.0525

---

Below is a molecular structure, C5H7NOS at a distorted geometry, with properties calculated with ωB97M-V with the def2-TZVPD basis set.

Results
2S+1 = 1
LUMO level = 0.72 eV
E_HOMO = -9.0 eV

Positions of all 15 atoms, in Å:
1 C -0.1460 0.4852 1.1526
2 C -1.0796 -0.5222 0.4058
3 C 1.0211 0.0268 0.4014
4 C 0.5988 0.4265 -1.0308
5 C -0.8120 -0.1737 -1.1397
6 H 0.6795 -0.5396 2.4936
7 H -0.4372 1.5614 0.9784
8 H -2.0777 -0.9170 0.6786
9 H 1.9874 0.2459 0.7286
10 H 0.9613 1.3532 -1.7400
11 H 0.3387 -0.2676 -2.8039
12 H -1.7336 0.3332 -1.4788
13 N 0.3155 -0.7317 -1.8523
14 O -0.0840 0.3960 2.4644
15 S 0.4678 -1.6764 0.7419

---

Below is 2 unconnected molecules or ions with the total composition C5H7NOS at a distorted geometry, with properties calculated with ωB97M-V with the def2-TZVPD basis set.

Results
SMILES = c1cc[nH]c1.O=CS
2S+1 = 1
LUMO level = 0.77 eV
E_HOMO = -8.4 eV

Positions of all 15 atoms, in Å:
1 C 0.8538 1.0331 -1.1795
2 C 0.7154 -0.2294 -1.8042
3 C -0.5444 -0.7213 -1.3992
4 N -1.0255 0.1426 -0.4966
5 C -0.2479 1.1987 -0.3182
6 H 1.6347 1.6993 -1.3950
7 H 1.5346 -0.5605 -2.3607
8 H -1.1818 -1.6479 -1.4144
9 H -1.8634 -0.0542 -0.0027
10 H -0.6961 1.9943 0.2706
11 O -0.1402 0.5615 2.8578
12 C -0.0745 -0.6343 2.9420
13 S 0.5607 -1.7016 1.7235
14 H -0.2519 -1.3922 3.8182
15 H 0.8913 -0.6280 0.8693

---

Below is a single C5H7NOS molecule at a distorted geometry, with properties calculated with ωB97M-V with the def2-TZVPD basis set.

Results
SMILES = C#CCNC(=S)CO
2S+1 = 1
LUMO level = 0.61 eV
E_HOMO = -9.0 eV

Positions of all 15 atoms, in Å:
1 C -4.0127 -0.5559 -0.0913
2 C -2.9698 0.0366 0.0166
3 C -1.6295 0.5927 0.2007
4 N -0.5604 -0.4108 -0.0117
5 C 0.7261 -0.1050 -0.0780
6 S 1.3319 1.4314 -0.0775
7 C 1.6062 -1.3359 -0.0938
8 O 2.9063 -0.9961 0.1308
9 H -4.9110 -1.0582 -0.2605
10 H -1.4253 1.4051 -0.4910
11 H -1.4814 1.0739 1.2096
12 H -0.7755 -1.3721 0.2852
13 H 1.2350 -2.0667 0.6997
14 H 1.4110 -1.7825 -1.0792
15 H 2.9877 -0.0534 0.1876

---

Below is a molecular structure, C5H7NOS at a distorted geometry, with properties calculated with ωB97M-V with the def2-TZVPD basis set.

Results
2S+1 = 1
LUMO level = 0.31 eV
E_HOMO = -8.7 eV

Positions of all 15 atoms, in Å:
1 C -0.8695 -0.6509 2.1491
2 C 0.0144 -0.2766 0.8506
3 C -0.1832 1.1019 0.2944
4 C -0.3525 -0.7201 -0.5829
5 C 0.7728 1.9508 0.7674
6 H -1.2590 -1.7506 2.0299
7 H -0.0892 -0.4811 3.0566
8 H -1.8711 0.1172 2.1707
9 H 1.1206 -0.5545 0.8605
10 H -1.1948 1.6978 0.3859
11 H -0.4743 0.7165 -1.8849
12 H 0.6683 2.2561 1.9034
13 N -0.3821 0.5304 -0.9697
14 O 1.8711 2.2761 0.1349
15 S -0.3429 -2.0221 -1.4803

---

Below is a single C5H7NOS molecule at a distorted geometry, with properties calculated with ωB97M-V with the def2-TZVPD basis set.

Results
2S+1 = 1
LUMO level = 0.85 eV
E_HOMO = -8.5 eV

Positions of all 15 atoms, in Å:
1 C 2.2426 0.1755 0.3782
2 C 1.0762 -0.4165 0.9225
3 C 1.8668 1.2618 -0.3104
4 C -0.0142 0.2243 0.3000
5 C -2.1070 -1.3980 -0.3753
6 N 0.4790 1.2553 -0.4280
7 O -2.4378 1.1972 -0.1806
8 S -1.7741 0.0981 0.6020
9 H 3.2766 -0.0039 0.7265
10 H 1.2116 -1.1451 1.6762
11 H 2.6065 1.9856 -0.7302
12 H -3.2163 -1.4791 -0.6575
13 H -1.7874 -2.1496 0.2767
14 H -1.3108 -1.3111 -1.1320
15 H -0.1117 1.7054 -1.0681

---

| no. | electronic energy (Ha) |
| --- | --- |
| 1 | -475.001671 |
| 2 | -550.182215 |
| 3 | -1688.150992 |
| 4 | -722.751457 |
| 5 | -722.715106 |
| 6 | -722.845732 |
| 7 | -722.830620 |
| 8 | -722.725659 |
| 9 | -722.855687 |
| 10 | -722.823796 |
| 11 | -722.763001 |
| 12 | -722.838019 |